No. 1
The following is a quantum chemistry calculation of a single C2H4Cl2 molecule, from OMol25.

Geometry as XYZ:
```
8
Properties=species:S:1:pos:R:3:nbo_charge:R:1
Cl 1.13623 -0.28806 1.00327 -0.0237
Cl -0.76212 1.22823 -0.51013 -0.0036
C -0.34106 -1.38655 -0.98060 -0.6434
C -0.35418 -0.34774 0.08251 -0.2432
H -1.36668 -1.47092 -1.45293 0.2298
H -1.10135 -0.54657 0.87047 0.2210
H -0.06514 -2.41334 -0.63181 0.2346
H 0.34474 -1.14642 -1.78060 0.2286
```

Kohn-Sham gap = 0.4347 Ha
structure (SMILES) = CC(Cl)Cl
energy relative to the best compared isomer or geometry (same formula, charge and spin) = 16.1 kJ/mol
DFT total energy = -27183.79228 eV
HOMO energy = -10.9 eV
spin multiplicity = 1

***

No. 2
The following is a quantum chemistry calculation of C20H21BF6N15NaO6S2 as an isolated structure, from OMol25.

Geometry as XYZ:
```
72
Properties=species:S:1:pos:R:3:lowdin_charge:R:1
S -0.11980 2.69421 -2.20088 0.5847
S 1.29489 4.23430 -0.29074 0.5887
Na 0.98129 0.74965 0.44326 0.2701
F -1.61833 4.34857 -3.63467 0.1198
F 3.31847 3.09533 -1.51036 0.1542
F 3.87151 4.41334 0.12084 0.1290
F -2.46996 2.38699 -3.30155 0.1222
F 3.22958 5.24340 -1.77311 0.1139
F -2.44868 3.84262 -1.69980 0.1195
O 2.96974 0.01774 -0.38465 -0.1042
O 1.26164 3.14775 0.64986 -0.2747
O 1.08188 5.56855 0.18554 -0.2834
O 5.09364 -0.68684 -0.69481 -0.0727
O -0.49536 1.69634 -1.23218 -0.2921
O 0.49838 2.28349 -3.42467 -0.2654
N 2.19833 -2.51972 0.16280 0.0090
N -0.44784 -1.97761 2.06528 0.0486
N 0.49626 4.00548 -1.61646 -0.2883
N -1.15876 1.17758 1.89354 0.0712
N 0.86333 -1.07588 -2.57969 0.1431
N -3.74218 -2.20680 -1.23040 0.1624
N 3.55565 -2.11289 0.15643 -0.0480
N -0.95298 -1.56538 3.24324 -0.0410
N -4.67302 -2.96377 -3.19504 0.1114
N 1.68305 0.13843 2.73982 0.0702
N 0.99770 -0.06086 3.88142 -0.0384
N -2.69572 -1.44583 0.66912 0.1816
N -1.44570 -1.55648 -1.23625 0.2107
N -2.48194 -2.24976 -3.24387 0.1521
N -1.22703 0.95999 3.22115 -0.0371
C 1.98424 -0.78660 -3.23201 -0.1000
C -0.17584 -1.52128 -3.28071 -0.2073
C 1.84080 -0.11503 4.93144 -0.1144
C -1.95577 -3.48263 2.79822 -0.0964
C 3.03196 4.23685 -0.90590 -0.6744
C -1.75030 3.36505 -2.73692 -0.6707
C -1.81242 2.31130 1.66783 -0.1530
C -2.63147 -1.74256 -0.62708 -0.4269
C -1.44049 -1.79709 -2.52711 -0.2707
C -1.02993 -3.13613 1.79857 -0.1994
C -1.86207 -2.44707 3.70461 -0.1151
C -0.13411 -1.71704 -4.65726 -0.0300
C 3.90470 -0.82754 -0.34993 -0.7925
C 3.12620 0.04730 4.46107 -0.0834
C 2.12009 -0.94620 -4.60627 -0.0547
C 2.96271 0.20268 3.07297 -0.1369
C -2.31434 2.84854 2.86152 -0.0783
C -1.90929 1.94725 3.82597 -0.1103
C 1.04128 -1.42481 -5.32857 -0.0825
C -3.58396 -2.44487 -2.52362 -0.4816
B -0.52725 -0.23728 3.90887 -0.5292
H -3.57374 -1.52692 1.14543 0.1118
H -5.55399 -2.77676 -2.74562 0.0768
H 1.45777 -0.27276 5.92662 0.1004
H 4.16271 -2.82620 -0.21367 0.0878
H 1.70675 -2.01063 -0.57186 0.0295
H 3.05466 -0.68650 -5.08560 0.0991
H 1.10816 -1.56222 -6.40169 0.0937
H -4.64481 -2.80536 -4.18857 0.0782
H -2.86989 3.76031 3.00081 0.0757
H 4.04229 0.04914 5.02716 0.0732
H -2.04886 1.93292 4.89448 0.1024
H -2.36405 -2.27098 4.64242 0.1035
H -1.90201 -0.99759 1.11724 0.0648
H -2.58364 -4.35619 2.85541 0.0748
H -0.89821 -0.25750 5.06307 0.1088
H -1.01305 -2.08440 -5.16570 0.0911
H 2.78686 -0.38822 -2.62070 0.1017
H 3.70271 0.33732 2.29853 0.1053
H -0.76625 -3.66434 0.89505 0.1033
H 1.77552 -2.19741 1.02774 0.0242
H -1.88172 2.68953 0.66060 0.0851
```

Kohn-Sham gap = 0.2529 Ha
energy relative to the best compared isomer or geometry (same formula, charge and spin) = 83.7 kJ/mol
DFT total energy = -98793.38529 eV
total charge = -2
HOMO energy = -2.9 eV
spin multiplicity = 1

***

No. 3
The following is a quantum chemistry calculation of C20H21BN5OS2W as an isolated structure, from OMol25.

Geometry as XYZ:
```
51
Properties=species:S:1:pos:R:3:mulliken_spin:R:1
W 0.74558 -0.25190 -0.20274 0.0838
S 2.73702 1.42910 1.37884 -0.0056
S 2.84446 1.53295 -2.35458 0.3297
O 1.95516 0.10266 1.54455 -0.0051
N 0.89973 -1.88340 -0.81052 0.1672
N -0.93107 0.62865 -1.17786 -0.0107
N -2.23357 0.65618 -0.78274 0.0051
N -0.69838 -0.73411 1.44836 0.0092
N -2.03031 -0.56704 1.51615 -0.0002
C 1.71617 3.67295 0.18488 0.0500
C 3.06996 1.85587 3.08663 0.0053
C -1.45391 -1.79380 3.26708 0.0004
C 1.45883 2.63325 1.06572 0.0051
C 1.92691 0.68105 -1.36443 0.2958
C -0.82425 3.30207 1.28433 -0.0286
C -0.58418 4.34298 0.39454 0.0200
C 0.08575 -4.50668 -3.23566 -0.0296
C 0.07820 -3.29120 -2.57571 0.0517
C -0.33948 -1.47647 2.50414 0.0019
C 0.68015 4.53463 -0.14293 -0.0283
C 1.77602 -5.32076 -1.73979 -0.0299
C -2.50556 -1.19224 2.59505 -0.0020
C -2.95954 1.23064 -1.73715 0.0035
C -2.13951 1.59575 -2.79513 -0.0022
C 0.20486 2.44175 1.63112 0.0121
C 0.92410 -3.08072 -1.48189 -0.0336
C 0.93269 -5.52924 -2.82283 0.0542
C -0.87855 1.20120 -2.39614 0.0122
C 1.77686 -4.10813 -1.07038 0.0507
B -2.90210 0.33311 0.60106 -0.0039
H 0.93567 -6.47847 -3.34187 0.0041
H 0.69279 -1.75328 2.63828 -0.0002
H 0.03689 1.61259 2.30807 0.0069
H -3.11603 1.38096 1.17328 0.0001
H 2.44190 -6.10951 -1.41275 -0.0014
H -0.57359 -4.65825 -4.08098 -0.0012
H -0.57548 -2.48610 -2.88689 0.0032
H -1.49752 -2.38626 4.16338 0.0002
H 2.15191 1.76415 3.66297 0.0003
H 3.42949 2.88467 3.08382 0.0002
H -3.93050 -0.25205 0.37261 0.0001
H -1.39505 5.00215 0.11361 0.0017
H 2.68827 3.77339 -0.27910 0.0116
H -1.81363 3.14821 1.69082 -0.0001
H 0.06648 1.27780 -2.90665 -0.0048
H -2.42261 2.06959 -3.71773 -0.0002
H 2.43275 -3.93685 -0.22681 0.0030
H 3.83872 1.18533 3.46472 0.0000
H 0.85889 5.33813 -0.84478 -0.0016
H -4.02115 1.35168 -1.59807 0.0001
H -3.56025 -1.16696 2.81209 -0.0004
```

Kohn-Sham gap (spin up / spin down) = 0.2203 / 0.2426 Ha
energy relative to the best compared isomer or geometry (same formula, charge and spin) = 118.8 kJ/mol
DFT total energy = -54750.92156 eV
HOMO energy (spin up / spin down) = -5.8 / -7.0 eV
spin multiplicity = 2

***

No. 4
The following is a quantum chemistry calculation of a 2-piece molecular cluster, C17H34BCl2F3N5O8P2S overall, from OMol25.

Geometry as XYZ:
```
73
Properties=species:S:1:pos:R:3:lowdin_charge:R:1
Cl -2.19539 7.39925 -0.92248 0.2735
Cl -0.56057 3.61326 -3.35373 0.3489
S -4.51732 4.35310 -0.81072 0.7105
P -1.10176 5.97421 0.08044 0.5860
P -2.27339 4.61567 -2.74890 0.6137
F -6.33250 4.51862 0.97438 0.1530
F -4.38460 4.85403 1.80045 0.1411
F -5.06745 2.81665 1.32509 0.1639
O -2.67197 -0.35376 -1.28716 0.0678
O 2.29689 -2.75347 -1.58841 -0.3232
O -2.51178 -0.30252 0.93805 0.0713
O -3.40830 3.95593 -3.69545 -0.3220
O 0.06968 5.69344 -1.03194 -0.3675
O -5.33796 3.49252 -1.60852 -0.2668
O -0.33711 5.00299 3.04112 0.0997
O -4.75839 5.73097 -1.10849 -0.3167
N -2.04404 4.49982 0.17201 -0.2764
N -2.23075 3.60868 3.57860 0.1913
N 0.72685 0.05972 0.87653 0.0324
N 2.39437 -3.66550 -0.51943 -0.2150
N -1.75313 1.58355 -0.30839 -0.1146
C 3.58147 -5.86355 1.05225 -0.1884
C -2.72056 3.90795 -0.98864 -0.5537
C 2.75638 -2.87780 1.71624 -0.0506
C 3.46301 -3.35758 0.43697 -0.5351
C 0.67003 -5.10326 -1.38436 -0.0641
C -1.24842 3.57087 1.05747 -0.2288
C -1.73447 2.13988 1.05965 -0.1006
C -0.42059 1.42207 -0.95805 -0.1367
C 2.12131 -5.02773 -0.91271 -0.5616
C 4.34598 -4.56992 0.76441 -0.1662
C 4.40388 -2.24615 -0.00893 -0.0726
C 0.43113 0.21779 -0.52988 -0.2173
C -2.37353 0.11917 -0.19485 -0.6709
C -2.76751 2.33545 -1.08875 -0.1203
C 3.01861 -5.57769 -2.03769 -0.0439
C -5.07115 4.08857 0.95456 -0.6596
C 2.22838 -5.92705 0.32775 -0.1566
B -1.27966 4.09239 2.60129 -0.5843
H -0.80658 5.83413 3.16683 0.0956
H 1.17750 0.85947 1.29281 0.0709
H 4.99689 -4.33583 1.61518 0.1047
H -3.10572 3.30571 3.17603 0.0513
H 2.16387 -1.99799 1.47736 0.0477
H 2.08791 -3.63269 2.13479 0.0662
H -3.72437 1.93262 -0.77775 0.1229
H 4.20405 -6.71335 0.75530 0.0956
H 0.08165 -0.72428 -0.93914 0.1243
H 0.44161 4.80928 -0.92359 0.0226
H 0.00359 -4.67081 -0.63646 0.0773
H 3.86532 -1.32092 -0.20538 0.0605
H 4.94912 -2.52440 -0.91162 0.0742
H -2.76242 2.12131 1.40210 0.1194
H -3.14127 3.06779 -3.97449 0.0570
H 2.91157 -4.97658 -2.94065 0.0656
H 2.73465 -6.60726 -2.28890 0.0682
H -2.67553 2.03624 -2.12322 0.0990
H -0.62082 1.28280 -2.01360 0.0898
H 0.36957 -6.14639 -1.54596 0.0687
H -1.85454 2.90595 4.19950 0.0969
H 4.07577 -5.58932 -1.76480 0.0624
H 1.39006 0.37661 -1.02285 0.1214
H 3.47310 -2.60186 2.50721 0.0684
H 2.01172 -6.96698 0.06118 0.1046
H 0.19183 2.31791 -0.89179 0.0905
H 3.42080 -5.97738 2.12852 0.0949
H 1.44043 -5.63683 1.02912 0.1022
H -0.18918 3.60968 0.78260 0.1120
H 5.02549 -4.74979 -0.07351 0.0956
H -0.05364 -0.27734 1.41928 0.0641
H 5.13720 -2.04348 0.78116 0.0704
H 0.52951 -4.56439 -2.32031 0.0677
H -1.15485 1.55779 1.75533 0.1276
```

Kohn-Sham gap = 0.0943 Ha
DFT total energy = -105298.43539 eV
total charge = -1
HOMO energy = -1.3 eV
spin multiplicity = 1

***

No. 5
The following is a quantum chemistry calculation of C6H24N12NiO6 as an isolated structure, from OMol25.

Geometry as XYZ:
```
49
Properties=species:S:1:pos:R:3:mulliken_spin:R:1
Ni 22.38373 -35.50449 2.87069 -1.0242
O 21.65355 -36.38103 1.08978 -0.0414
O 21.01003 -36.91531 3.82643 -1.1376
O 24.05198 -36.79340 2.94581 -0.3460
O 23.79026 -34.39300 1.58988 0.1041
O 20.93422 -34.24428 3.24749 -0.8848
O 23.20999 -34.85916 4.65133 -1.4526
N 18.84171 -36.70256 4.43387 -0.2966
N 21.50102 -38.50996 0.34702 -0.0391
N 19.95085 -32.28983 3.76558 -0.1903
N 24.34699 -35.50016 6.45388 -0.5610
N 23.79819 -33.24174 -0.29544 -0.0649
N 26.19044 -36.39922 3.38024 -0.1039
N 25.49622 -33.04063 0.96069 -0.0876
N 19.91703 -33.86525 5.18016 -0.4123
N 25.63494 -38.40943 2.95055 -0.0778
N 23.76843 -33.42176 6.35824 -0.1767
N 19.65570 -37.40722 0.76383 -0.0482
N 20.11588 -37.88011 5.75682 -0.0667
C 23.79784 -34.62526 5.71047 3.8459
C 20.05510 -37.23058 4.60996 2.8893
C 20.30930 -33.50957 4.00600 2.2614
C 25.18610 -37.19499 3.14503 0.9114
C 20.98034 -37.38267 0.81266 0.5605
C 24.33652 -33.66264 0.81464 0.6954
H 25.12396 -38.96407 2.27870 -0.0137
H 21.01805 -38.18978 6.08894 -0.2736
H 24.46869 -33.28408 7.07293 -0.0055
H 22.89105 -33.60087 -0.55662 -0.0319
H 19.28166 -38.34394 0.71141 -0.0347
H 20.85696 -39.20680 0.00106 -0.0085
H 25.84852 -33.27437 1.87795 -0.0507
H 20.11283 -34.81799 5.45227 -0.1244
H 19.42132 -33.25415 5.81335 -0.0796
H 22.49881 -38.53870 0.19313 -0.0008
H 25.97119 -32.37706 0.36556 -0.0042
H 19.05518 -36.59545 0.78641 -0.0338
H 24.07308 -32.36483 -0.71444 0.0081
H 26.01330 -35.40863 3.29393 0.0073
H 23.64706 -32.68622 5.67681 -0.0522
H 18.12554 -36.76232 5.14354 -0.0893
H 19.15343 -31.78667 4.12759 0.0012
H 19.27182 -38.10391 6.26433 -0.1453
H 20.08173 -31.79761 2.89341 -0.0362
H 18.65083 -36.15793 3.60500 -0.0556
H 26.58573 -38.54941 3.26120 -0.0304
H 27.01989 -36.84599 3.74425 0.0180
H 24.00048 -36.38995 6.12478 -0.1803
H 24.41479 -35.27102 7.43520 -0.0403
```

Kohn-Sham gap (spin up / spin down) = 0.0881 / 0.3827 Ha
energy relative to the best compared isomer or geometry (same formula, charge and spin) = 47.6 kJ/mol
DFT total energy = -77817.59377 eV
total charge = +1
HOMO energy (spin up / spin down) = -4.2 / -12.4 eV
spin multiplicity = 4

***

No. 6
The following is a quantum chemistry calculation of a 2-piece molecular cluster, CH2F2NO2S overall, from OMol25.

Geometry as XYZ:
```
9
Properties=species:S:1:pos:R:3:nbo_charge:R:1
S -0.12537 -0.14193 0.71213 2.0993
F -2.58850 -0.49731 0.17507 -0.3625
F 0.18734 -0.37593 -2.11192 -0.8782
O 0.08064 -1.56770 0.72236 -0.9492
O -0.27237 0.44661 1.98034 -0.9581
N 1.35060 0.56928 -0.04800 -1.0425
C -1.64982 0.41537 -0.24116 0.2679
H 1.00847 1.29653 -0.70611 0.4040
H 2.00901 -0.14493 -0.48272 0.4193
```

Kohn-Sham gap = 0.2824 Ha
energy relative to the best compared isomer or geometry (same formula, charge and spin) = 452.8 kJ/mol
DFT total energy = -22921.36197 eV
total charge = -1
HOMO energy = -4.8 eV
spin multiplicity = 1

***

- Which value of spin multiplicity does entry 4 give?
  1